{
  "formula": "C31H45BrF9N2O17S",
  "method": "ωB97M-V/def2-TZVPD",
  "gap_ev": 6.638,
  "molar_mass_g_mol": 1000.65,
  "total_charge": 1,
  "e_tot_ha": -6467.07132,
  "lumo_ev": -5.61,
  "fmax_ev_per_a": 8.775,
  "species": ["C", "C", "C", "C", "C", "C", "C", "C", "C", "C", "O", "Br", "C", "S", "O", "O", "C", "F", "F", "C", "F", "F", "C", "F", "F", "C", "F", "F", "F", "N", "C", "C", "N", "C", "C", "O", "O", "H", "H", "H", "H", "H", "H", "H", "H", "H", "H", "H", "H", "H", "H", "H", "H", "H", "H", "H", "H", "H", "C", "O", "C", "O", "O", "C", "H", "H", "H", "H", "H", "H", "C", "O", "C", "O", "O", "C", "H", "H", "H", "H", "H", "H", "C", "O", "C", "O", "O", "C", "H", "H", "H", "H", "H", "H", "C", "O", "C", "O", "O", "C", "H", "H", "H", "H", "H", "H"],
  "positions_angstrom": [[-4.668, 3.695, -4.616], [-3.180, 3.334, -5.109], [-2.473, 2.161, -4.247], [-0.878, 2.040, -4.604], [-0.768, 1.055, -5.862], [-0.055, 1.606, -3.306], [0.534, 0.180, -3.266], [1.331, -0.207, -1.960], [1.974, -1.686, -2.030], [2.518, -2.054, -3.520], [2.000, -2.945, -4.230], [4.117, -1.020, -4.157], [1.478, 0.774, -0.734], [2.387, 0.080, 0.684], [2.174, -1.415, 0.930], [3.875, 0.216, 0.392], [2.109, 0.730, 2.400], [2.891, -0.152, 3.237], [2.735, 2.002, 2.667], [0.606, 0.672, 2.946], [0.372, 1.947, 3.587], [-0.328, 0.661, 1.843], [0.246, -0.435, 4.034], [-1.134, -0.167, 4.382], [0.925, -0.270, 5.289], [0.234, -1.963, 3.540], [1.470, -2.631, 3.611], [-0.346, -2.178, 2.272], [-0.624, -2.655, 4.471], [0.914, 2.132, -0.865], [1.131, 3.109, 0.235], [2.683, 3.633, 0.080], [3.164, 4.122, -1.060], [0.193, 2.566, -2.065], [-0.428, 4.037, -2.284], [-1.652, 4.230, -1.493], [-1.946, 3.056, -0.849], [-5.328, 2.762, -4.596], [-4.660, 4.230, -3.604], [-5.100, 4.443, -5.376], [-2.533, 4.281, -5.103], [-3.261, 2.979, -6.202], [-2.643, 2.264, -3.112], [-2.991, 1.179, -4.557], [-0.594, 3.092, -5.003], [-1.068, 1.601, -6.830], [-1.491, 0.168, -5.732], [0.286, 0.586, -5.953], [0.409, -0.559, -4.122], [2.956, -1.612, -1.415], [1.269, -2.500, -1.654], [0.517, 4.088, 0.150], [0.875, 2.750, 1.282], [3.424, 3.661, 0.956], [2.427, 4.093, -1.785], [-0.534, 4.364, -3.368], [0.340, 4.778, -1.822], [-2.792, 3.189, -0.355], [1.422, -4.802, 6.048], [2.350, -5.165, 7.067], [3.628, -5.217, 6.654], [4.022, -4.988, 5.535], [4.391, -5.568, 7.703], [5.783, -5.663, 7.409], [0.425, -4.792, 6.491], [1.640, -3.803, 5.667], [1.432, -5.536, 5.238], [6.175, -4.697, 7.082], [5.967, -6.430, 6.654], [6.299, -5.951, 8.326], [-3.125, -3.074, 4.243], [-4.232, -3.912, 4.570], [-4.973, -3.468, 5.601], [-4.774, -2.459, 6.233], [-5.973, -4.343, 5.802], [-6.847, -3.995, 6.875], [-2.600, -3.527, 3.401], [-3.471, -2.082, 3.941], [-2.437, -3.004, 5.082], [-7.339, -3.040, 6.678], [-6.302, -3.961, 7.821], [-7.612, -4.769, 6.945], [-0.333, 9.422, -1.297], [1.001, 9.745, -0.911], [1.896, 8.772, -1.147], [1.660, 7.692, -1.640], [3.101, 9.205, -0.738], [4.155, 8.262, -0.931], [-0.966, 10.278, -1.060], [-0.389, 9.239, -2.373], [-0.698, 8.557, -0.738], [4.277, 8.035, -1.993], [3.966, 7.351, -0.360], [5.079, 8.712, -0.567], [-2.308, -7.586, -6.095], [-1.046, -7.635, -5.432], [-0.808, -6.592, -4.620], [-1.553, -5.661, -4.424], [0.404, -6.764, -4.065], [0.789, -5.721, -3.172], [-2.391, -8.476, -6.721], [-3.125, -7.596, -5.370], [-2.372, -6.705, -6.738], [0.095, -5.658, -2.331], [0.848, -4.766, -3.698], [1.780, -5.962, -2.784]]
}

=====

{
  "formula": "C4H6Na2O",
  "method": "ωB97M-V/def2-TZVPD",
  "gap_ev": [5.796, 5.578],
  "molar_mass_g_mol": 116.07,
  "total_charge": 1,
  "e_tot_ha": -555.52139,
  "lumo_ev": [-4.57, -4.77],
  "spin_multiplicity": 2,
  "fmax_ev_per_a": 5.294,
  "species": ["C", "C", "H", "H", "H", "H", "Na", "O", "C", "C", "Na", "H", "H"],
  "positions_angstrom": [[3.061, -1.129, 1.690], [2.631, -0.639, 0.407], [2.437, -1.788, 2.309], [3.334, -0.392, 2.450], [1.760, 0.025, 0.354], [3.368, -0.572, -0.399], [1.580, -2.931, 0.007], [4.381, -4.032, 1.052], [5.184, -3.026, 1.094], [4.897, -1.734, 1.432], [4.448, -5.928, 0.115], [5.635, -0.930, 1.447], [6.222, -3.177, 0.718]]
}

=====

{
  "formula": "C3H4I4",
  "method": "ωB97M-V/def2-TZVPD",
  "gap_ev": 8.691,
  "e_above_lowest_ev": 1.123,
  "molar_mass_g_mol": 547.68,
  "total_charge": 0,
  "e_tot_ha": -1307.40707,
  "lumo_ev": -0.33,
  "fmax_ev_per_a": 5.216,
  "species": ["C", "C", "C", "I", "I", "I", "I", "H", "H", "H", "H"],
  "positions_angstrom": [[0.942, 0.391, -0.785], [0.557, -0.127, 0.491], [-1.456, -0.313, 0.450], [2.964, 1.128, -0.817], [1.145, -2.038, 1.143], [-1.968, -1.513, -1.151], [-2.171, 1.666, 0.412], [0.360, 1.201, -1.034], [0.887, -0.281, -1.520], [0.381, 0.481, 1.351], [-1.640, -0.594, 1.459]]
}

=====

{
  "formula": "C20H48BrCaCl2KLiN6NaO11P2Si2",
  "method": "ωB97M-V/def2-TZVPD",
  "gap_ev": 0.823,
  "molar_mass_g_mol": 926.67,
  "total_charge": 0,
  "e_tot_ha": -8150.59143,
  "lumo_ev": -3.28,
  "fmax_ev_per_a": 3.460,
  "species": ["C", "O", "C", "C", "C", "C", "C", "Si", "C", "C", "C", "N", "O", "O", "Si", "C", "C", "N", "C", "C", "N", "C", "C", "N", "P", "O", "O", "H", "H", "H", "H", "H", "H", "H", "H", "H", "H", "H", "H", "H", "H", "H", "H", "H", "H", "H", "H", "H", "H", "H", "H", "H", "H", "H", "H", "H", "H", "H", "H", "H", "H", "H", "Na", "C", "C", "C", "O", "H", "H", "H", "H", "H", "H", "H", "C", "Cl", "Cl", "H", "H", "C", "O", "N", "N", "H", "H", "H", "H", "K", "O", "P", "O", "O", "O", "Li", "Ca", "Br"],
  "positions_angstrom": [[-0.121, 1.343, 3.612], [-0.911, 0.261, 3.916], [-1.811, 0.548, 4.985], [-3.012, -0.342, 4.862], [-3.963, 0.172, 3.791], [-3.453, 0.138, 2.349], [-2.862, -1.185, 1.877], [-1.869, -0.965, 0.297], [-3.039, -0.255, -1.001], [-4.122, -1.268, -1.452], [-5.198, -1.495, -0.433], [-5.433, -2.841, -0.142], [-5.854, -0.602, 0.073], [-0.577, 0.025, 0.719], [0.534, 0.451, -0.438], [1.822, 1.526, 0.461], [2.654, 2.339, -0.451], [2.526, 3.601, -0.562], [-0.135, 1.530, -1.845], [-1.149, 2.539, -1.414], [-1.001, 3.176, -0.326], [1.472, -0.979, -1.222], [2.458, -1.626, -0.219], [3.764, -0.939, -0.339], [-1.373, -3.074, -0.278], [0.050, -3.531, 0.381], [-1.307, -3.217, -1.913], [0.413, 1.702, 4.521], [-0.716, 2.196, 3.261], [0.632, 1.050, 2.877], [-1.293, 0.397, 5.934], [-2.147, 1.586, 4.925], [-2.719, -1.373, 4.693], [-3.539, -0.299, 5.813], [-4.126, 1.224, 4.029], [-4.941, -0.294, 3.873], [-2.668, 0.890, 2.272], [-4.246, 0.484, 1.696], [-2.141, -1.546, 2.607], [-3.610, -1.964, 1.766], [-3.541, 0.588, -0.532], [-2.562, 0.076, -1.915], [-3.689, -2.198, -1.793], [-4.611, -0.808, -2.307], [-4.539, -3.319, -0.062], [-5.964, -2.924, 0.715], [2.492, 0.876, 1.171], [1.242, 2.168, 1.118], [3.404, 1.908, -1.122], [1.785, 3.928, 0.054], [0.665, 2.070, -2.351], [-0.553, 0.874, -2.607], [-1.996, 2.694, -2.079], [-1.791, 3.813, -0.229], [0.877, -1.719, -1.751], [2.096, -0.512, -1.977], [2.123, -1.463, 0.798], [2.628, -2.669, -0.446], [4.005, -0.510, 0.554], [4.506, -1.601, -0.526], [0.591, -4.027, -0.247], [-2.057, -3.792, -2.127], [1.794, 2.573, 3.954], [1.909, -3.838, 3.502], [3.350, -3.875, 2.942], [3.781, -5.357, 2.836], [4.184, -3.215, 3.768], [1.871, -4.283, 4.499], [1.554, -2.806, 3.566], [1.208, -4.391, 2.857], [3.275, -3.502, 1.879], [3.779, -5.832, 3.818], [4.786, -5.434, 2.415], [3.101, -5.928, 2.182], [4.719, 6.271, -1.720], [6.343, 5.765, -2.261], [4.029, 7.504, -2.762], [4.074, 5.400, -1.726], [4.806, 6.662, -0.713], [-4.353, -5.257, -3.675], [-3.579, -4.512, -3.093], [-3.999, -5.941, -4.800], [-5.626, -5.450, -3.233], [-4.617, -6.556, -5.292], [-3.065, -5.812, -5.141], [-5.905, -4.952, -2.406], [-6.286, -6.052, -3.687], [3.959, 0.769, -2.601], [5.141, 7.999, -6.256], [5.041, 9.484, -5.742], [6.116, 9.660, -4.652], [3.662, 9.793, -5.238], [5.411, 10.455, -6.953], [6.919, 7.776, -6.651], [7.096, 9.986, -8.226], [3.423, 0.058, 2.710]]
}

=====

{
  "formula": "CH3N3OS",
  "method": "ωB97M-V/def2-TZVPD",
  "gap_ev": 9.577,
  "e_above_lowest_ev": 5.339,
  "molar_mass_g_mol": 105.12,
  "total_charge": 0,
  "e_tot_ha": -677.42451,
  "lumo_ev": -0.18,
  "smiles": "N#C[S@@](=N)(N)=O",
  "fmax_ev_per_a": 4.483,
  "species": ["C", "N", "N", "N", "O", "S", "H", "H", "H"],
  "positions_angstrom": [[2.275, 0.229, 0.262], [3.196, 0.567, 0.828], [-0.188, -0.933, 1.339], [0.117, 0.593, -0.959], [1.199, -1.643, -1.199], [0.800, -0.708, -0.191], [-0.391, -1.937, 1.648], [0.205, 1.428, -0.499], [-0.419, 0.465, -1.722]]
}

=====

{
  "formula": "C6H9N",
  "method": "ωB97M-V/def2-TZVPD",
  "gap_ev": 10.090,
  "e_above_lowest_ev": 3.751,
  "molar_mass_g_mol": 95.14,
  "total_charge": 0,
  "e_tot_ha": -288.64420,
  "lumo_ev": 0.94,
  "smiles": "CC#CC[C@H]1CN1",
  "fmax_ev_per_a": 0.692,
  "species": ["C", "C", "C", "C", "C", "C", "N", "H", "H", "H", "H", "H", "H", "H", "H", "H"],
  "positions_angstrom": [[-1.824, 1.097, -1.403], [-1.011, 1.249, -0.204], [-0.340, 1.293, 0.802], [0.610, 0.453, 1.570], [0.342, -0.889, 0.871], [0.718, -0.978, -0.548], [1.365, -1.841, 0.450], [-1.233, 1.006, -2.328], [-2.436, 1.996, -1.442], [-2.480, 0.211, -1.358], [0.423, 0.443, 2.653], [1.640, 0.790, 1.416], [-0.640, -1.272, 1.140], [1.331, -0.166, -0.927], [0.028, -1.383, -1.291], [0.929, -2.760, 0.387]]
}

=====

{
  "formula": "C4H10OS",
  "method": "ωB97M-V/def2-TZVPD",
  "gap_ev": 9.740,
  "e_above_lowest_ev": 2.031,
  "molar_mass_g_mol": 106.19,
  "total_charge": 0,
  "e_tot_ha": -631.75006,
  "lumo_ev": 0.79,
  "smiles": "C=CO.CCS",
  "fmax_ev_per_a": 2.797,
  "species": ["C", "C", "S", "H", "H", "H", "H", "H", "H", "C", "C", "O", "H", "H", "H", "H"],
  "positions_angstrom": [[-1.408, -0.967, -2.570], [-1.388, -0.683, -1.073], [-1.125, -2.036, 0.027], [-1.925, -1.878, -2.916], [-1.853, -0.209, -3.228], [-0.394, -1.066, -2.951], [-2.270, -0.084, -0.805], [-0.528, -0.015, -1.012], [-0.666, -3.232, -0.435], [2.214, 1.704, 1.355], [1.658, 1.528, 2.546], [0.282, 1.413, 2.719], [3.257, 1.928, 1.177], [1.558, 1.508, 0.510], [2.272, 1.502, 3.444], [0.315, 0.587, 3.212]]
}